109
Properties=species:S:1:pos:R:3:forces:R:3:lowdin_spin:R:1 method="wB97M-V/def2-TZVPD" charge=-2 e_homo_ev="0.37 / -2.65" multiplicity=3 energy_ha=-3996.65631 de_lowest_kj_mol=22.46 e_lumo_ev="3.91 / 3.90" mol_weight_g_mol=903.7 s2=2.00 orbital_gap_ev="3.54 / 6.55"
Ti 0.232119 -0.254311 0.066457 0.17 0.13 -0.35 1.73
S -2.331248 -5.960891 -1.781782 -0.08 0.03 -0.05 0.00
O -0.516375 -1.359231 -1.772015 -0.03 0.02 -0.17 0.01
O -3.987977 0.812678 -0.040417 0.02 -0.01 -0.02 0.01
O 1.501485 -1.840045 -1.012537 -0.06 0.01 0.10 0.01
O -2.562238 -6.894654 -2.860348 0.01 0.03 -0.03 0.00
O -0.465443 -2.035688 1.004516 -0.11 -0.18 0.07 0.01
O -2.779786 -6.277331 -0.459632 0.04 0.02 0.01 0.00
O -2.010408 -3.132517 2.195125 -0.02 -0.06 -0.07 0.01
N 2.181572 1.272867 2.228550 -0.15 0.01 0.02 0.01
N 2.145809 1.077941 -0.832818 -0.17 0.17 0.15 0.01
N 1.585894 0.091934 1.881288 0.35 0.14 0.06 0.02
N -0.707336 -5.740087 -1.760710 0.03 -0.10 0.07 0.00
N -1.902072 0.126412 0.707413 0.13 -0.03 -0.01 0.01
N 2.596821 2.179557 -0.166468 0.07 -0.16 0.04 0.01
N 1.222901 3.579945 1.595989 -0.04 -0.01 -0.05 0.00
N -0.087589 3.265574 1.516469 0.03 0.05 0.05 0.01
N -0.622644 1.638940 -1.104591 -0.06 -0.08 -0.01 0.02
C 2.799309 1.046614 -1.988167 0.00 -0.09 0.03 0.01
C -2.225051 4.260851 2.137961 0.04 0.01 0.02 0.00
C 1.270171 -1.000630 -4.775988 0.00 -0.01 0.01 0.00
C 3.478915 2.265877 4.149885 0.00 0.03 0.00 0.00
C 0.330734 -3.542336 -2.223277 0.00 0.00 0.01 0.00
C 0.131730 5.304716 2.434192 -0.03 0.04 -0.04 0.00
C -2.048301 1.904283 -0.872722 0.04 0.04 -0.01 0.00
C -3.005631 -4.387614 -2.217395 0.00 -0.03 0.03 0.00
C 2.357794 -2.989208 1.844175 -0.05 -0.02 -0.02 0.00
C -0.757116 4.291553 2.023894 -0.01 -0.07 -0.02 0.00
C -4.341916 5.406407 2.326888 0.02 0.01 0.00 0.00
C 2.340093 -1.808603 -5.133720 -0.04 0.00 -0.02 0.00
C -3.098822 -4.043679 -3.560730 -0.01 0.01 -0.05 0.00
C 3.709678 2.112537 -2.072859 -0.10 0.05 -0.08 0.00
C 2.788334 1.153780 3.433756 -0.02 0.05 0.04 0.02
C 4.212934 4.085468 -0.509704 0.01 0.01 -0.01 0.00
C 0.769416 -4.259190 3.730468 -0.02 0.03 0.03 0.00
C 3.540734 2.814008 -0.904748 -0.01 0.04 0.02 0.00
C -1.592679 -2.133773 1.596842 0.04 0.03 0.09 0.01
C -3.761189 -1.810225 -2.918532 -0.01 0.01 0.04 0.00
C 0.897328 -2.877988 3.746989 -0.03 -0.04 0.00 0.00
C -0.148985 -4.520244 -1.145709 0.02 0.01 0.00 0.00
C -2.898289 3.041374 2.150031 -0.04 0.02 0.03 0.00
C 3.548082 -1.682289 -4.461510 0.03 0.03 0.04 0.00
C -5.007361 4.186989 2.312635 -0.01 -0.01 0.00 0.00
C 0.459275 -2.145886 -1.647241 0.03 0.01 -0.04 0.02
C 2.617717 -0.136304 3.867132 0.02 -0.03 -0.02 0.00
C -2.958582 5.443051 2.231276 -0.01 0.00 0.00 0.00
C 1.896913 -0.773377 2.845130 -0.11 -0.04 0.05 0.02
C -2.728418 0.846836 -0.011996 -0.05 -0.01 -0.03 0.01
C -2.481762 -0.890329 1.550329 -0.02 0.01 0.02 0.00
C 3.677897 -0.760304 -3.433713 0.00 -0.06 -0.04 0.00
C 2.603703 0.041654 -3.056278 0.02 0.00 0.06 0.00
C -4.091486 -0.389980 -3.288789 0.06 -0.01 0.00 0.00
C 2.250620 -4.368966 1.846745 -0.02 -0.01 -0.03 0.00
C -3.688357 -2.182026 -1.580963 0.01 0.03 -0.08 0.00
C -3.481818 -2.758963 -3.901572 0.00 -0.02 -0.01 0.00
C 1.406524 -0.076067 -3.751558 -0.01 -0.05 0.03 0.00
C 1.384177 4.812912 2.146405 0.02 -0.02 0.06 0.00
C -3.307862 -3.467493 -1.222032 0.00 -0.04 0.02 0.00
C 1.676862 -2.234948 2.796289 0.03 0.07 -0.04 0.00
C 2.691461 5.490778 2.409181 0.02 0.02 0.02 0.00
C -4.283237 3.005971 2.215368 0.00 0.01 0.02 0.00
C 1.450545 -5.008939 2.785855 0.02 -0.01 -0.02 0.00
B 2.331067 2.523323 1.337762 0.11 0.05 -0.04 0.01
H -3.227093 0.071645 -3.775271 -0.01 0.00 0.00 0.00
H -2.328063 2.123341 2.067042 0.01 0.02 0.02 0.00
H -0.064291 2.465560 -0.937429 0.02 -0.02 0.04 0.00
H -4.326411 0.195525 -2.398947 -0.03 0.00 0.00 0.00
H -4.902284 6.332418 2.392883 0.00 0.00 0.00 0.00
H 0.668077 -4.794159 -0.481680 0.03 -0.01 0.00 0.00
H 3.329936 4.916821 3.079932 0.00 -0.03 0.01 0.00
H -2.440175 6.395079 2.209415 -0.01 0.00 0.00 0.00
H -3.480052 -1.191470 1.221869 -0.02 0.00 0.02 0.00
H -2.608635 -0.542847 2.586503 0.05 0.02 0.00 0.00
H 3.340006 3.069177 1.698480 0.00 -0.01 0.01 0.00
H 2.491480 6.457814 2.872606 0.00 0.00 0.01 0.00
H -3.210851 -3.745421 -0.178348 -0.02 0.02 0.03 0.00
H 4.355304 2.356993 -2.900578 0.00 0.00 0.00 0.00
H 3.843401 1.893206 5.107613 0.00 0.00 0.00 0.00
H 1.298958 -3.869262 -2.613562 0.00 0.02 -0.02 0.00
H 0.339741 -2.288412 4.464761 0.00 0.00 -0.01 0.00
H 3.483123 4.877062 -0.334164 0.01 -0.03 -0.03 0.00
H 2.773868 -4.946759 1.092910 -0.01 -0.01 0.00 0.00
H -0.394356 -3.505865 -3.038133 -0.04 -0.01 0.02 0.00
H -0.465599 1.325165 -2.053224 -0.02 0.01 0.05 0.00
H 4.610259 -0.677838 -2.888242 -0.01 0.00 0.00 0.00
H -4.783115 2.048948 2.150056 0.00 0.00 0.01 0.00
H -2.867257 -4.779033 -4.321278 0.00 -0.01 0.02 0.00
H -0.896969 -4.059924 -0.500064 0.00 0.00 -0.01 0.00
H 4.869817 4.404906 -1.319356 0.01 -0.01 0.00 0.00
H -2.612288 2.003490 -1.804073 0.01 -0.03 -0.01 0.00
H -4.927696 -0.346172 -3.991699 -0.01 0.01 0.01 0.00
H -0.337766 -5.946673 -2.679344 -0.01 0.03 0.00 0.00
H 0.103751 -4.743967 4.433199 0.00 0.00 0.00 0.00
H 4.805182 3.974845 0.399436 -0.01 0.00 0.00 0.00
H 2.928612 -2.484512 1.076158 0.01 0.02 0.00 0.00
H 3.262300 5.668108 1.498422 -0.03 0.01 0.04 0.00
H 4.325829 2.660398 3.586288 0.00 -0.01 -0.01 0.00
H 2.993079 -0.584220 4.772286 0.01 0.00 0.00 0.00
H -3.896525 -1.431665 -0.826947 0.00 -0.04 0.03 0.00
H 1.335214 -6.086053 2.759190 0.00 0.00 0.00 0.00
H -2.148641 2.850793 -0.337039 -0.03 -0.01 -0.04 0.00
H 0.314247 -1.101172 -5.275476 0.01 -0.01 0.00 0.00
H 2.796231 3.094826 4.347685 -0.01 0.02 -0.02 0.00
H -0.097228 6.250019 2.899560 0.00 0.00 0.00 0.00
H 4.386851 -2.315542 -4.725793 0.00 0.00 0.00 0.00
H -6.089665 4.157629 2.359407 0.00 0.00 0.00 0.00
H 0.557658 0.526722 -3.466252 0.03 0.00 -0.03 0.00
H -3.545968 -2.479356 -4.948520 0.00 0.00 0.00 0.00
H 2.229407 -2.540927 -5.924721 0.00 0.00 0.00 0.00